{"formula": "C3H9N5", "method": "the ωB97M-V functional and the def2-TZVPD basis", "charge": 0, "lumo_ev": 0.91, "e_above_lowest_kcal_mol": 123.44, "homo_lumo_gap_ev": 9.06, "species": ["C", "C", "C", "N", "N", "N", "N", "N", "H", "H", "H", "H", "H", "H", "H", "H", "H"], "positions_angstrom": [[0.8221, -0.2992, -1.7211], [1.6539, 1.4802, 1.1741], [-2.1202, -0.6882, 0.2944], [1.7277, 0.0662, -0.8868], [-0.5801, -0.2280, -1.5052], [0.1283, -0.3256, 0.8035], [1.3902, 0.1941, 0.4619], [-0.9849, 0.0402, -0.2115], [1.0286, -0.5559, -2.8010], [1.0793, 1.4247, 2.1723], [2.7133, 1.6126, 1.3412], [1.2380, 2.3674, 0.7239], [-2.9906, -0.1592, 0.0486], [-2.1858, -1.6993, 0.0106], [-1.9498, -0.8347, 1.3100], [-1.1209, -1.0081, -1.9956], [0.1508, -1.3871, 0.7806]], "forces_ev_per_angstrom": [[-1.03, 0.54, -0.29], [-1.30, -0.85, 1.14], [0.82, 0.46, -1.10], [0.36, 0.17, -0.70], [0.04, -2.35, -1.57], [-0.50, -0.87, -0.93], [-1.66, -0.26, 0.53], [1.78, 0.84, 2.41], [0.24, 0.41, 1.49], [1.23, -0.30, -1.49], [0.21, -0.10, -0.02], [-0.10, 0.22, -0.77], [-1.44, 0.53, -0.05], [-0.04, -1.62, -1.39], [-0.15, 0.69, 2.06], [1.01, 1.11, 0.98], [0.54, 1.39, -0.30]], "mulliken_charge": [0.0001, -0.6811, -1.0413, -0.7076, -0.2121, -0.4074, 0.2319, -0.0629, 0.3279, 0.2687, 0.2678, 0.3135, 0.2995, 0.4458, 0.4017, 0.2695, 0.2862]}

=====

{"formula": "C5H14N2O", "method": "the ωB97M-V functional and the def2-TZVPD basis", "charge": 0, "lumo_ev": 0.09, "e_above_lowest_kcal_mol": 108.59, "homo_lumo_gap_ev": 7.95, "species": ["C", "C", "C", "C", "N", "N", "H", "H", "H", "H", "H", "H", "H", "H", "H", "H", "C", "O", "H", "H", "H", "H"], "positions_angstrom": [[-0.2215, 1.3976, 0.7712], [-0.3929, 2.3016, -0.4100], [1.5455, -0.9726, 1.1933], [1.1987, -0.0158, 0.0834], [-1.3087, 0.6956, 1.1636], [2.1273, 0.3563, -0.7015], [0.3940, 1.7830, 1.5819], [-1.6907, 0.1134, 0.3837], [-1.2091, 0.1790, 2.0268], [1.7770, 0.9738, -1.4376], [-0.8627, 1.7681, -1.2347], [-1.0341, 3.1377, -0.1161], [0.5645, 2.7114, -0.7250], [2.5944, -0.9115, 1.4847], [0.9606, -0.7920, 2.1017], [1.3210, -1.9994, 0.8954], [-1.1474, -2.1041, -1.2847], [-1.1185, -0.7238, -1.0418], [-0.0010, -0.4006, -0.6361], [-1.2292, -2.7067, -0.3681], [-2.0150, -2.3391, -1.9112], [-0.2521, -2.4520, -1.8190]], "forces_ev_per_angstrom": [[0.59, -1.00, -0.88], [0.11, 0.01, 0.12], [-0.18, -0.11, 0.40], [0.39, 1.25, 0.83], [-0.58, -0.34, 0.00], [-0.01, -0.35, -0.26], [0.11, -0.16, -0.10], [0.15, 0.42, 0.59], [-0.01, 0.08, -0.08], [-0.04, 0.16, 0.17], [-0.02, 0.02, -0.02], [-0.01, -0.05, -0.03], [0.00, -0.01, -0.04], [0.06, 0.00, -0.25], [-0.09, 0.05, -0.14], [0.05, -0.01, -0.07], [0.10, -0.32, -0.14], [2.22, 0.53, 0.49], [-2.83, -0.38, -0.66], [-0.02, 0.10, 0.02], [0.07, 0.05, 0.05], [-0.07, 0.07, 0.01]], "mulliken_charge": [-0.0011, -1.2675, -1.2169, 0.8497, -0.4957, -0.8107, 0.4363, 0.3820, 0.3082, 0.2693, 0.3025, 0.3767, 0.3308, 0.4317, 0.2806, 0.2525, -0.7843, -0.6846, 0.2049, 0.2654, 0.2700, 0.3001]}

=====

{"formula": "C22H23F5Pb", "method": "the ωB97M-V functional and the def2-TZVPD basis", "charge": 0, "lumo_ev": -0.83, "homo_lumo_gap_ev": 7.53, "species": ["Pb", "C", "C", "C", "C", "C", "C", "C", "C", "C", "C", "C", "C", "H", "H", "H", "H", "H", "H", "H", "H", "H", "H", "H", "H", "H", "H", "H", "H", "H", "H", "F", "C", "F", "C", "F", "F", "F", "C", "C", "C", "C", "C", "C", "C", "C", "H", "H", "H", "H", "H"], "positions_angstrom": [[0.8666, 0.2715, 0.2058], [0.3822, -1.9617, 3.5865], [-0.4938, -0.9306, 2.9286], [-0.4171, 0.4049, 3.3469], [0.4579, 0.7667, 4.5150], [-1.1467, 1.3923, 2.6761], [-0.9578, 2.8413, 3.0322], [-2.0184, 1.0405, 1.6388], [-2.8892, 2.0848, 0.9939], [-2.1017, -0.2915, 1.2179], [-2.9766, -0.6422, 0.0456], [-1.3715, -1.2899, 1.8882], [-1.6386, -2.7420, 1.5843], [-0.0431, -2.3074, 4.5299], [1.3631, -1.5386, 3.7879], [0.5290, -2.8212, 2.9404], [1.4778, 0.9703, 4.1820], [0.4911, -0.0449, 5.2361], [0.0784, 1.6443, 5.0308], [-1.6644, 3.1516, 3.8035], [-1.1033, 3.4705, 2.1587], [0.0496, 3.0183, 3.3968], [-3.1286, 2.8776, 1.6960], [-3.8274, 1.6520, 0.6609], [-2.3937, 2.5275, 0.1299], [-4.0224, -0.7344, 0.3457], [-2.6660, -1.5753, -0.4144], [-2.9073, 0.1341, -0.7134], [-1.0089, -3.1043, 0.7705], [-2.6809, -2.8837, 1.3054], [-1.4571, -3.3590, 2.4611], [3.3597, -1.3403, 1.6627], [3.2000, -0.6450, 0.4718], [3.6983, -1.4936, -0.4895], [4.1648, 0.5497, 0.5569], [3.9073, 1.2729, 1.6675], [3.9805, 1.3955, -0.4783], [5.4675, 0.2625, 0.5820], [0.7148, -0.2300, -1.9303], [0.6650, -0.2826, -3.1445], [0.6594, -0.2508, -4.5598], [0.0519, 0.8214, -5.2190], [0.1299, 0.9197, -6.5935], [0.8006, -0.0482, -7.3275], [1.3733, -1.1325, -6.6793], [1.3058, -1.2388, -5.3030], [-0.4635, 1.5813, -4.6487], [-0.3269, 1.7636, -7.0915], [0.8798, 0.0461, -8.4016], [1.8886, -1.8953, -7.2462], [1.7608, -2.0775, -4.7972]], "forces_ev_per_angstrom": [[0.80, 0.20, 0.40], [-0.01, 0.03, -0.08], [-0.18, 0.18, -0.17], [-0.15, -0.09, -0.22], [-0.05, -0.01, -0.06], [-0.07, -0.21, -0.01], [0.00, -0.08, -0.02], [0.04, -0.20, 0.22], [0.06, -0.10, 0.07], [0.07, 0.01, 0.25], [0.07, 0.00, 0.01], [-0.05, 0.32, 0.18], [0.08, 0.03, -0.02], [0.01, -0.06, 0.08], [0.08, -0.06, 0.07], [0.04, -0.09, 0.02], [0.11, 0.04, 0.10], [0.07, -0.03, 0.05], [0.06, 0.04, 0.03], [-0.01, 0.13, 0.06], [-0.02, 0.10, 0.01], [0.03, 0.08, 0.06], [-0.01, 0.09, -0.01], [-0.06, 0.01, -0.08], [-0.02, 0.14, -0.14], [-0.07, -0.03, -0.06], [-0.04, -0.04, -0.06], [-0.08, -0.01, -0.09], [-0.03, -0.17, -0.06], [0.04, -0.04, -0.07], [0.04, -0.03, -0.04], [-0.16, 0.22, -0.05], [-0.05, -0.16, -0.12], [-0.19, 0.35, 0.04], [0.20, 0.43, 0.13], [-0.23, -0.16, 0.12], [-0.27, -0.23, -0.21], [-0.01, -0.36, 0.00], [-0.02, -0.37, -0.39], [-0.02, 0.08, 0.82], [-0.03, 0.07, -0.47], [0.05, -0.07, 0.00], [-0.01, 0.05, -0.14], [-0.01, 0.00, -0.03], [0.02, -0.03, -0.11], [-0.04, 0.05, 0.01], [0.02, -0.01, 0.08], [-0.01, 0.02, -0.06], [-0.02, -0.02, -0.04], [0.01, -0.02, -0.05], [0.04, 0.00, 0.08]], "mulliken_charge": [1.2212, -2.7866, 1.6497, 0.7015, -2.2299, 1.6567, -2.7749, 0.8143, -2.2283, 1.6512, -2.7728, 0.5090, -2.2228, 0.4072, 0.4766, 0.4942, 0.3243, 0.4829, 0.5208, 0.3954, 0.4796, 0.5050, 0.5140, 0.4818, 0.3086, 0.4077, 0.4664, 0.4828, 0.3325, 0.4952, 0.5072, -0.3102, 0.1574, -0.2963, 0.6255, -0.2351, -0.2502, -0.2591, -0.9149, 0.2760, 0.1937, -0.4577, -0.4622, -0.3907, -0.4759, -0.4302, 0.4082, 0.3720, 0.3767, 0.3729, 0.4299]}